Entry 1:
Density functional theory data (the ωB97M-V functional and the def2-TZVPD basis) for C12H15AsBF9PdS as an isolated structure in a non-equilibrium geometry.

Geometry as XYZ:
```
40
Properties=species:S:1:pos:R:3:forces:R:3
Pd -1.2867 -0.8679 -0.3756 -1.16 0.52 0.28
F 0.0006 -2.6950 6.0514 0.00 0.01 -0.11
C 0.0299 -2.6165 4.7218 0.02 -0.16 0.10
C -0.1473 -1.4021 4.0914 -0.05 0.31 -0.13
F -0.3378 -0.2985 4.8157 0.02 -0.07 -0.03
C -0.1115 -1.3243 2.7063 0.06 0.35 0.39
F -0.2509 -0.1054 2.1414 0.04 -0.24 0.31
C 0.0857 -2.4446 1.9281 0.02 0.10 -0.61
S 0.1196 -2.4621 0.1551 0.68 -0.14 -0.33
C 0.2865 -3.6512 2.5815 -0.06 -0.32 0.22
F 0.5068 -4.7628 1.8700 -0.04 0.11 0.04
C 0.2520 -3.7539 3.9601 0.03 0.11 -0.05
F 0.4335 -4.9291 4.5558 0.00 0.02 -0.01
F -3.5862 -1.1456 -0.9862 0.12 -0.45 -0.13
B -4.1387 0.0064 -0.3576 -0.38 0.35 -0.21
F -2.9743 0.6221 0.2658 0.45 0.04 -0.09
F -5.0547 -0.3307 0.5953 0.02 -0.04 0.08
F -4.6194 0.8710 -1.3187 0.03 0.01 0.03
C 0.6208 -0.5832 -3.5430 0.06 -0.21 0.00
C 0.2851 0.7796 -2.9604 -0.19 0.20 -0.27
As 0.1712 0.8063 -1.0431 0.26 -0.96 0.21
C -0.5209 2.5181 -0.5273 -0.28 0.19 0.11
C 0.0329 3.6877 -1.3327 0.02 0.11 0.01
C 1.9871 0.5980 -0.4379 0.23 -0.07 0.27
C 3.0411 1.4023 -1.1862 0.07 0.07 -0.03
H 0.5857 -0.5380 -4.6310 0.02 -0.01 -0.01
H -0.0837 -1.3520 -3.2186 -0.02 0.09 0.00
H 1.6202 -0.9188 -3.2595 0.00 0.05 0.04
H -0.6805 1.1369 -3.3260 0.04 0.00 -0.02
H 1.0389 1.5235 -3.2261 -0.07 0.03 -0.08
H -0.3268 2.6086 0.5429 0.03 0.05 -0.02
H -1.6049 2.4371 -0.6342 0.04 0.00 0.00
H 1.1062 3.8206 -1.2056 0.02 -0.04 0.04
H -0.4506 4.6080 -1.0060 0.00 0.01 0.01
H -0.1660 3.5823 -2.3991 -0.04 -0.04 0.01
H 2.1739 -0.4751 -0.5064 0.03 0.05 -0.03
H 1.9726 0.8330 0.6288 0.03 0.01 -0.03
H 3.0342 1.1972 -2.2567 -0.01 -0.04 -0.01
H 4.0336 1.1411 -0.8191 0.00 -0.02 0.03
H 2.9226 2.4768 -1.0542 -0.04 0.01 0.02
```
Positions in Å, forces in eV/Å.

## Properties
Energy: -4151.92656 Eh
Lowest unoccupied orbital energy (alpha / beta): -2.028 / -2.027 eV
Energy relative to the best compared isomer or geometry (same formula, charge and spin): 0.0 kcal per mole
Total charge: 0

---

Entry 2:
Density functional theory data (the ωB97M-V functional and the def2-TZVPD basis) for a 2-piece molecular cluster, C12H15BNO8 overall in a non-equilibrium geometry.

Geometry as XYZ:
```
37
Properties=species:S:1:pos:R:3:forces:R:3
C -2.7150 0.0806 0.0952 0.16 0.14 0.46
C -2.1106 -1.1625 0.7330 -0.49 -0.58 -0.50
B -1.8270 -2.3544 -0.3195 -0.52 0.67 -0.57
O -1.7648 -3.7075 0.1661 0.59 -0.25 -0.03
N -1.6031 -2.0276 -1.6439 1.08 0.08 0.70
C -0.6285 -2.8376 -2.2949 -1.11 0.43 -0.78
C 0.7875 -2.4278 -2.0029 0.27 0.50 0.85
O 1.1990 -1.7757 -1.0921 -0.03 -0.30 -0.58
O 1.7671 -2.9398 -2.9638 -0.26 -0.53 0.40
C 2.2003 -4.1791 -2.5608 -0.53 -0.99 -0.99
C 3.2599 -4.2126 -1.4970 -0.46 -0.08 -0.11
O 1.7802 -5.1939 -3.0802 0.54 1.08 0.43
H -3.7807 -0.0716 -0.0322 -0.30 0.12 -0.20
H -2.5650 0.9486 0.7355 -0.18 0.26 0.17
H -2.2715 0.3098 -0.8638 0.12 -0.21 -0.32
H -1.1290 -0.9256 1.1397 0.22 -0.01 0.25
H -2.7536 -1.4897 1.5530 0.05 0.02 0.36
H -2.5840 -3.9737 0.5705 -0.21 0.06 0.38
H -0.7043 -3.9140 -2.0820 0.33 -0.30 0.06
H -0.7386 -2.7488 -3.3803 0.24 -0.21 -0.28
H 3.0066 -5.0320 -0.8418 0.06 -0.25 0.28
H 3.3181 -3.2899 -0.9448 0.11 0.31 0.06
H 4.1909 -4.4556 -1.9921 0.34 0.08 -0.04
C -0.9895 4.1670 1.2130 -0.09 -0.10 0.12
C -0.1142 5.0220 0.6743 -0.34 -0.08 -0.04
C 1.3428 5.0023 1.0359 0.29 -0.29 0.31
O 2.0775 5.8058 0.4889 -0.12 0.18 -0.14
C 1.7967 4.0346 2.0184 0.08 0.20 -0.11
C 0.9221 3.1769 2.5609 0.37 0.02 0.00
C -0.5328 3.1821 2.1836 -0.30 0.24 -0.39
O -1.2588 2.3669 2.7102 0.07 -0.11 0.31
O 1.2655 2.2684 3.4607 -0.16 -0.01 0.04
O -0.4598 5.9488 -0.2160 0.12 0.05 0.02
H -2.0394 4.1702 0.9573 0.01 -0.02 -0.05
H 2.8448 4.0384 2.2811 0.00 -0.04 0.00
H 0.4474 1.7779 3.6701 -0.05 -0.11 -0.02
H 0.3639 6.4190 -0.4394 0.09 0.03 -0.05
```
Positions in Å, forces in eV/Å.

## Properties
Energy: -1147.88138 Eh
Lowest unoccupied orbital energy: 0.489 eV
Total charge: -1

---

Entry 3:
Density functional theory data (the ωB97M-V functional and the def2-TZVPD basis) for a 2-piece molecular cluster, C12H15ClFN5O8S overall in a non-equilibrium geometry.

Geometry as XYZ:
```
43
Properties=species:S:1:pos:R:3:forces:R:3
C -2.3847 3.3499 -1.9722 0.05 -0.07 -0.03
C -1.8452 2.3350 -1.6391 0.23 0.36 0.82
N -1.2390 1.3346 -0.9490 -0.76 -0.64 -0.54
C -1.7419 0.1503 -0.5426 -0.54 -1.08 0.77
C -3.1204 -0.3729 -0.8034 0.54 0.46 -1.19
C -3.0152 -1.3224 -2.0431 -0.24 0.44 1.08
C -4.3332 -1.9935 -2.4130 0.15 -0.37 -0.77
O -4.3279 -2.9152 -3.1644 -0.04 -0.12 0.16
O -5.5147 -1.5516 -1.8807 0.25 0.24 -0.06
N -0.8614 -0.5653 0.1349 0.66 1.20 -0.20
C 0.2717 0.1868 0.1436 -0.62 -0.44 -0.25
N 1.3975 -0.1981 0.7375 -0.10 -0.92 0.86
N 2.5624 0.5401 0.7725 -0.60 0.93 0.12
C 2.7527 1.3083 2.0270 1.42 0.24 -0.11
C 3.4364 2.6652 1.7085 -0.66 0.47 0.56
C 2.5406 3.8923 2.0576 -0.07 -0.57 -0.10
S 1.3967 -1.7827 1.4578 1.15 -2.66 -0.64
O 2.6646 -1.9206 2.0905 -0.81 1.07 0.11
O 1.0185 -2.6975 0.4540 -0.48 0.88 0.45
F 0.2969 -1.6925 2.5582 0.41 0.46 -0.50
N 0.0808 1.3475 -0.5194 0.67 1.22 -0.03
C 0.8811 2.4098 -0.8248 0.29 -0.66 -0.34
C 1.6278 3.2160 -1.2948 -0.30 0.09 -0.05
H -2.8727 4.2706 -2.2047 0.03 -0.15 -0.24
H -3.7607 0.4690 -1.0802 -0.10 -0.06 0.36
H -3.4810 -0.9037 0.0745 0.03 0.10 0.00
H -2.2994 -2.1149 -1.8138 -0.10 -0.07 -0.18
H -2.6354 -0.7477 -2.8915 -0.13 -0.19 -0.11
H -5.5881 -0.5928 -1.9599 0.04 0.02 0.27
H 3.3532 -0.0616 0.5779 -0.14 -0.13 -0.09
H 1.8086 1.4439 2.5532 -0.08 -0.09 -0.22
H 3.4329 0.7533 2.6808 -0.35 -0.17 0.07
H 3.7279 2.6851 0.6577 -0.01 -0.08 0.06
H 4.3402 2.7726 2.3111 0.06 -0.24 -0.22
H 1.5134 3.5700 2.2623 0.06 0.08 -0.12
H 2.8945 4.3677 2.9729 -0.02 0.16 -0.18
H 2.4900 4.6122 1.2406 0.13 0.10 0.17
H 2.2543 3.9362 -1.7724 0.01 0.01 0.22
O -0.7059 -5.4530 -0.5777 -0.02 0.09 0.01
Cl 0.4565 -6.0418 0.0581 0.01 -0.04 0.01
O 1.6181 -5.8309 -0.7784 -0.03 0.05 0.04
O 0.2409 -7.4542 0.2505 0.01 0.10 -0.02
O 0.6686 -5.4035 1.3433 -0.01 -0.01 0.06
```
Positions in Å, forces in eV/Å.

## Properties
Energy: -2299.61679 Eh
Lowest unoccupied orbital energy: -2.094 eV
Total charge: 0

---

Entry 4:
Density functional theory data (the ωB97M-V functional and the def2-TZVPD basis) for C12H15CoN6PS4Sb as an isolated structure.

Geometry as XYZ:
```
40
Properties=species:S:1:pos:R:3:forces:R:3
Co 0.0847 0.4397 -0.3087 -0.20 0.29 -0.14
C 2.8347 -1.9345 3.8090 -0.06 0.19 -0.16
N 2.5325 -0.8979 2.8213 0.11 -0.11 0.10
C 3.2816 0.2305 2.5928 -0.08 -0.13 0.05
C 2.6585 0.9065 1.5837 -0.09 0.02 -0.05
N 1.5491 0.2100 1.1986 0.10 -0.18 -0.01
C 1.4871 -0.8772 1.9487 0.20 0.05 0.19
P 0.2036 -2.1748 1.8824 -0.07 0.02 -0.07
C 0.2755 -2.5111 0.0933 -0.01 -0.20 -0.12
N 0.4476 -1.5939 -0.8406 0.13 -0.01 0.07
C 0.3832 -2.2324 -2.0459 0.14 0.16 0.03
C 0.1734 -3.5604 -1.8371 0.04 -0.10 0.18
N 0.1028 -3.7322 -0.4760 0.01 -0.21 0.03
C -0.1850 -4.9927 0.2053 -0.06 0.24 -0.15
C -1.2539 -1.0865 1.8586 -0.16 0.04 0.04
N -1.3483 0.0098 1.1292 -0.06 0.15 0.00
C -2.5933 0.5381 1.3338 0.21 0.08 0.06
C -3.2655 -0.2625 2.2063 0.08 -0.23 0.02
N -2.4108 -1.2919 2.5312 -0.14 -0.07 0.24
C -2.7238 -2.4047 3.4207 -0.03 0.09 -0.23
H 3.7463 -1.6587 4.3296 0.03 0.04 0.00
H 2.9845 -2.8960 3.3252 0.01 -0.02 -0.06
H 2.0298 -2.0239 4.5334 -0.06 0.03 0.02
H 4.1730 0.4508 3.1602 -0.12 -0.05 -0.06
H 2.9304 1.8410 1.1169 -0.05 -0.09 0.03
H 0.4805 -1.6964 -2.9768 -0.04 -0.03 0.10
H 0.0539 -4.3826 -2.5242 -0.01 0.07 0.09
H 0.0545 -5.8149 -0.4619 0.04 0.00 -0.04
H -1.2390 -5.0552 0.4714 -0.03 0.04 -0.02
H 0.4163 -5.0802 1.1042 0.08 0.02 0.06
H -2.9274 1.4344 0.8274 0.10 -0.17 0.04
H -4.2740 -0.2098 2.5850 0.13 -0.03 0.01
H -3.5672 -2.1256 4.0429 -0.04 0.05 0.04
H -1.8750 -2.6286 4.0580 0.09 0.00 0.05
H -2.9898 -3.2941 2.8510 0.00 0.01 -0.04
S -2.8742 -1.5562 -1.5269 -0.07 0.14 -0.25
Sb -2.9044 0.5168 -2.5468 0.00 -0.11 0.69
S -0.3983 1.1996 -2.5078 -0.28 -0.11 -0.61
S -0.0934 2.6062 -1.0326 0.11 0.11 0.34
S -4.0306 2.0658 -1.3172 0.10 0.01 -0.45
```
Positions in Å, forces in eV/Å.

## Properties
Energy: -4352.00733 Eh
2S+1: 5
Lowest unoccupied orbital energy (alpha / beta): -0.021 / -1.317 eV
Total charge: 0

---

Entry 5:
Density functional theory data (the ωB97M-V functional and the def2-TZVPD basis) for C12H15CrN7O12 as an isolated structure in a non-equilibrium geometry.

Geometry as XYZ:
```
47
Properties=species:S:1:pos:R:3:forces:R:3
Cr -2.4075 1.6366 1.1011 0.47 -2.36 2.29
N -5.4058 1.6208 0.0509 -2.09 2.25 -0.27
O -5.5547 2.8633 0.0872 0.66 -1.25 0.07
O -6.3258 0.8725 -0.2479 1.15 -0.05 0.23
O -4.2572 1.1391 0.3456 1.51 -0.41 0.66
N -0.9862 0.1020 -0.4740 -0.04 0.39 0.15
O -0.7831 0.3008 0.7633 0.19 -0.02 0.49
O -0.3609 -0.6580 -1.1712 -0.60 0.57 0.72
O -1.9486 0.8269 -0.8815 -0.23 0.40 -0.65
N -0.5543 3.1316 3.3019 0.74 0.83 2.92
O 0.6043 3.5492 3.2288 -0.97 -0.54 -0.70
O -1.0957 2.6833 2.2185 -1.03 -0.54 -2.59
O -1.1874 3.1439 4.3562 0.20 -0.19 -1.51
N -3.1596 0.1781 3.9194 -1.10 0.99 2.05
O -2.7985 0.3702 2.6917 0.53 0.08 -2.41
O -3.4456 -0.9617 4.2572 0.51 0.27 -0.72
O -3.2421 1.1438 4.6709 0.14 -0.51 -0.72
N 2.8344 -1.6119 4.2600 -0.59 -0.19 0.45
C 2.6549 -0.3659 3.7554 0.76 1.29 -0.34
C 1.6803 -0.3633 2.8008 0.08 -1.21 0.23
C 1.2003 -1.7083 2.7810 0.00 -0.37 -0.06
C 1.8825 -2.4551 3.7283 -0.10 0.79 -0.77
H 3.4002 -1.7744 5.0711 -0.04 -0.23 0.03
H 3.3068 0.4423 4.0536 -0.06 -0.05 0.08
H 1.3721 0.4242 2.1378 0.04 0.17 0.16
H 0.4862 -2.0818 2.0632 -0.21 -0.09 0.27
H 1.7519 -3.4678 4.0630 0.13 -0.07 -0.07
N -1.8572 -0.7212 -3.9582 -0.75 0.37 0.24
C -2.2492 -1.5934 -4.9186 0.86 -0.44 -0.85
C -1.9147 -1.0447 -6.1397 -0.49 -0.54 0.23
C -1.4110 0.2454 -5.9016 -0.09 0.22 0.44
C -1.4380 0.4520 -4.5261 0.38 -0.34 -0.85
H -1.9373 -0.9162 -2.9760 0.00 0.34 0.09
H -2.5899 -2.5950 -4.7161 -0.06 0.09 0.26
H -2.0421 -1.5383 -7.0898 -0.01 0.08 -0.02
H -1.0870 0.8967 -6.6966 0.00 0.35 0.28
H -1.2331 1.3365 -3.9504 0.18 -0.12 0.16
N 3.2012 -0.4587 -2.0272 0.14 0.72 -0.17
C 4.3063 0.3509 -2.0983 0.98 -0.61 0.38
C 5.0192 0.1964 -0.9212 -0.55 0.48 -0.74
C 4.2841 -0.7029 -0.1111 -0.03 0.51 0.48
C 3.1361 -1.0162 -0.7837 0.35 -1.21 -0.01
H 2.7500 -0.8191 -2.8481 -0.48 0.21 0.13
H 4.6031 0.8732 -2.9922 -0.26 0.03 -0.07
H 5.8937 0.7686 -0.6586 0.11 -0.17 0.03
H 4.5656 -1.0099 0.8833 -0.26 0.01 0.06
H 2.3396 -1.6847 -0.5021 -0.04 0.05 -0.06
```
Positions in Å, forces in eV/Å.

## Properties
Energy: -2796.49244 Eh
2S+1: 4
Lowest unoccupied orbital energy (alpha / beta): -0.691 / 1.061 eV
Energy relative to the best compared isomer or geometry (same formula, charge and spin): 8.4 kcal per mole
Total charge: -1

---

Entry 6:
Density functional theory data (the ωB97M-V functional and the def2-TZVPD basis) for C12H15F5IrN3S as an isolated structure.

Geometry as XYZ:
```
37
Properties=species:S:1:pos:R:3:forces:R:3
Ir 0.6240 0.6028 -0.2313 -0.28 0.09 0.28
C -2.0575 1.0764 -1.8140 0.02 0.00 0.06
C -1.6680 2.4047 -1.1869 -0.01 0.00 -0.04
N -0.8194 2.2141 0.0174 0.14 -0.09 -0.08
C -1.5131 1.9002 1.2926 -0.06 0.00 0.05
C -1.9923 0.4588 1.3314 -0.02 0.01 -0.01
N -0.9668 -0.4973 0.7792 -0.02 0.05 -0.03
C -1.5576 -1.5227 -0.1482 0.00 -0.05 0.01
C -1.2290 -1.2594 -1.6264 0.01 0.01 -0.02
N -0.8909 0.1610 -1.8601 0.06 -0.09 -0.10
H -2.4499 1.2453 -2.8168 -0.01 0.00 -0.01
H -2.8497 0.5908 -1.2490 0.00 -0.02 -0.01
H -2.5616 2.9817 -0.9406 0.01 0.02 0.01
H -1.0785 2.9884 -1.8937 0.01 0.01 0.01
H -0.3008 3.0751 0.1618 -0.01 0.02 -0.01
H -2.3625 2.5687 1.4504 0.02 0.03 -0.01
H -0.7943 2.0845 2.0921 0.00 0.00 0.01
H -2.9110 0.3445 0.7635 0.00 -0.02 0.00
H -2.2270 0.1893 2.3603 0.00 -0.02 0.00
H -0.5769 -1.0075 1.5649 0.07 0.03 0.00
H -2.6326 -1.5624 0.0185 -0.01 0.01 0.01
H -1.1614 -2.4987 0.1256 -0.01 0.00 0.01
H -2.0689 -1.5698 -2.2518 0.00 0.00 -0.01
H -0.3614 -1.8443 -1.9285 0.01 0.00 0.00
H -0.4335 0.2374 -2.7634 0.01 0.02 0.00
F 4.8840 -2.1344 1.7738 0.03 -0.08 0.02
C 3.6006 -1.9289 1.6980 -0.11 0.19 -0.17
C 2.9756 -0.8140 2.3652 0.01 0.07 0.27
F 1.6453 -0.9150 2.5195 -0.06 0.04 0.03
C 3.4029 -0.0739 1.2233 -0.19 -0.37 0.01
F 4.5968 0.4255 1.1528 0.11 0.11 0.00
C 2.6359 -0.1536 -0.0764 0.32 0.14 -0.32
S 2.5161 1.1950 -1.2122 0.00 -0.10 0.12
C 2.8669 -1.5052 -0.4677 -0.07 0.04 -0.04
F 3.2003 -1.8145 -1.6769 -0.15 -0.07 -0.04
C 2.8354 -2.5246 0.5921 0.18 0.14 0.08
F 1.6807 -3.1182 0.8614 -0.01 -0.10 -0.09
```
Positions in Å, forces in eV/Å.

## Properties
Energy: -1631.49411 Eh
2S+1: 5
Lowest unoccupied orbital energy (alpha / beta): -8.380 / -9.204 eV
Total charge: +2

---

no.,molecular weight (g mol⁻¹)
1,554.5
2,312.1
3,443.8
4,583.2
5,501.3
6,520.5